Molecular formula: C40H102N6O14
Method: DFT, ωB97M-V/def2-TZVPD

The SMILES is COCCNCCOC.COCCNCCOC.COCCNCCOC.COCCNCCOC.COCCNCCOC.COCCNCCOC.CCO.CCO. The calculation puts the frontier orbital gap at 8.978 eV. The HOMO energy is -8.352 eV. Its multiplicity is 1.

Each line ends with the Mulliken charge.
Geometry (Å):
C: -3.86 -19.36 -3.03  -0.911
C: -4.86 -18.24 -3.11  -0.179
O: -4.55 -17.33 -2.05  -0.503
H: -3.87 -20.03 -3.90  0.357
H: -3.88 -19.93 -2.11  0.358
H: -2.84 -18.97 -3.11  0.090
H: -5.89 -18.58 -2.97  0.330
H: -4.79 -17.71 -4.07  0.226
H: -5.30 -16.73 -1.97  0.247
C: -2.13 -23.57 -8.54  -0.847
C: -1.19 -22.70 -9.39  0.103
O: -1.39 -22.91 -10.77  -0.546
H: -2.23 -24.57 -8.95  0.299
H: -3.04 -23.03 -8.28  0.351
H: -1.60 -23.74 -7.59  0.152
H: -0.18 -23.00 -9.08  -0.101
H: -1.28 -21.65 -9.10  0.266
H: -2.03 -22.26 -11.08  0.313
C: -0.59 -7.86 0.52  -0.739
O: -1.65 -8.44 -0.19  -0.339
C: -1.36 -8.65 -1.57  -0.649
C: -2.40 -9.56 -2.17  -0.689
N: -1.92 -10.93 -2.39  -0.239
C: -1.54 -11.63 -1.18  0.309
C: -2.64 -12.20 -0.32  -0.661
O: -3.20 -13.33 -0.97  -0.246
C: -4.09 -14.04 -0.17  -0.375
H: -0.28 -6.88 0.15  0.301
H: 0.29 -8.53 0.51  0.301
H: -0.87 -7.77 1.56  0.254
H: -0.33 -9.03 -1.65  0.410
H: -1.41 -7.67 -2.08  0.447
H: -2.70 -9.11 -3.12  0.400
H: -3.31 -9.60 -1.56  0.336
H: -2.61 -11.42 -2.94  0.280
H: -1.00 -10.91 -0.56  0.313
H: -0.74 -12.34 -1.40  -0.577
H: -3.40 -11.48 0.01  0.371
H: -2.14 -12.58 0.59  0.351
H: -3.63 -14.39 0.76  0.329
H: -4.41 -14.91 -0.75  -0.164
H: -5.01 -13.47 0.04  0.317
C: 1.51 -12.17 -5.35  -0.052
O: 0.89 -12.41 -6.61  -0.417
C: 0.51 -13.74 -6.81  -0.833
C: 1.66 -14.59 -7.33  1.029
N: 1.84 -14.49 -8.77  -0.453
C: 2.21 -13.15 -9.24  0.077
C: 2.57 -13.27 -10.69  -1.019
O: 3.81 -13.95 -10.78  -0.127
C: 4.56 -13.67 -11.91  -0.927
H: 2.37 -12.83 -5.19  -0.234
H: 0.77 -12.34 -4.55  0.088
H: 1.77 -11.12 -5.32  0.323
H: -0.22 -13.71 -7.62  0.530
H: 0.19 -14.21 -5.88  0.177
H: 1.56 -15.64 -7.04  -0.036
H: 2.59 -14.27 -6.81  -0.512
H: 2.50 -15.15 -9.15  0.377
H: 3.00 -12.63 -8.68  -0.166
H: 1.31 -12.53 -9.20  0.341
H: 2.64 -12.26 -11.13  0.520
H: 1.82 -13.74 -11.33  0.370
H: 5.56 -14.08 -11.76  0.250
H: 4.78 -12.59 -11.94  0.383
H: 4.15 -14.07 -12.84  0.296
C: -1.36 -18.97 -5.52  -0.839
O: -0.78 -18.76 -4.26  -0.283
C: 0.61 -19.02 -4.25  -0.491
C: 1.43 -17.94 -4.92  -0.929
N: 1.16 -16.58 -4.42  0.378
C: 1.78 -16.37 -3.09  -0.734
C: 1.29 -15.05 -2.56  -0.151
O: 2.17 -14.64 -1.53  -0.438
C: 1.63 -13.65 -0.73  -0.902
H: -1.34 -20.03 -5.81  0.378
H: -0.86 -18.33 -6.25  0.303
H: -2.42 -18.72 -5.46  0.241
H: 0.80 -20.00 -4.70  0.378
H: 0.90 -19.17 -3.21  0.320
H: 1.36 -17.93 -6.01  0.398
H: 2.49 -18.14 -4.71  0.076
H: 0.15 -16.55 -4.28  0.225
H: 2.85 -16.24 -3.28  0.181
H: 1.64 -17.25 -2.46  0.212
H: 0.27 -15.19 -2.18  0.671
H: 1.36 -14.33 -3.38  -0.143
H: 2.39 -13.18 -0.11  0.329
H: 0.80 -13.98 -0.09  0.396
H: 1.23 -12.85 -1.37  0.280
C: 5.72 -12.72 -7.07  -0.786
O: 5.84 -13.50 -5.92  -0.290
C: 5.55 -12.77 -4.74  -0.854
C: 4.83 -13.69 -3.78  1.072
N: 4.50 -13.07 -2.50  -0.082
C: 5.59 -12.57 -1.67  -0.929
C: 6.39 -13.70 -1.07  -0.381
O: 5.49 -14.32 -0.14  -0.296
C: 5.78 -15.68 0.09  -0.733
H: 6.06 -13.29 -7.94  0.190
H: 6.37 -11.83 -7.02  0.463
H: 4.69 -12.37 -7.24  0.238
H: 4.94 -11.88 -4.95  0.440
H: 6.48 -12.32 -4.37  0.475
H: 5.44 -14.60 -3.72  0.272
H: 3.85 -13.86 -4.23  -1.050
H: 4.00 -13.80 -2.00  0.038
H: 5.26 -11.83 -0.96  0.378
H: 6.25 -12.04 -2.36  0.368
H: 7.28 -13.43 -0.48  0.455
H: 6.71 -14.43 -1.82  0.310
H: 6.74 -15.74 0.62  0.336
H: 5.72 -16.23 -0.85  0.267
H: 5.03 -16.09 0.77  0.231
C: 5.11 -15.89 -7.80  -0.173
O: 5.20 -17.29 -7.65  -0.418
C: 5.61 -17.77 -6.41  0.095
C: 6.15 -19.17 -6.63  -0.822
N: 7.47 -19.06 -7.25  -0.341
C: 8.11 -20.34 -7.47  -0.652
C: 9.36 -20.18 -8.32  -0.610
O: 9.02 -19.77 -9.59  -0.268
C: 9.95 -20.05 -10.61  -0.789
H: 4.57 -15.41 -6.98  -0.100
H: 4.57 -15.73 -8.73  0.123
H: 6.10 -15.44 -7.93  0.391
H: 4.73 -17.87 -5.75  -0.204
H: 6.32 -17.15 -5.84  0.344
H: 5.46 -19.70 -7.31  0.379
H: 6.31 -19.66 -5.67  0.436
H: 7.36 -18.61 -8.16  0.266
H: 7.42 -20.97 -8.06  0.314
H: 8.35 -20.80 -6.51  0.397
H: 9.95 -21.10 -8.19  0.441
H: 10.01 -19.50 -7.73  0.308
H: 9.64 -19.52 -11.51  0.230
H: 9.85 -21.11 -10.88  0.306
H: 10.99 -19.86 -10.34  0.318
C: 3.94 -21.87 -5.13  -0.864
O: 2.75 -22.65 -5.11  -0.460
C: 2.43 -23.14 -6.39  -0.344
C: 1.49 -24.30 -6.24  -0.659
N: 0.98 -24.84 -7.50  -0.124
C: 2.08 -25.39 -8.35  -0.941
C: 2.74 -26.67 -7.78  -0.343
O: 2.98 -27.55 -8.85  -0.325
C: 4.02 -28.45 -8.59  -0.712
H: 3.94 -21.32 -4.19  0.432
H: 3.86 -21.11 -5.91  0.285
H: 4.82 -22.52 -5.21  0.398
H: 3.34 -23.40 -6.95  0.399
H: 1.99 -22.33 -7.00  0.261
H: 0.65 -23.86 -5.68  0.327
H: 1.98 -25.01 -5.55  0.201
H: 0.54 -25.73 -7.28  0.322
H: 2.86 -24.65 -8.43  0.297
H: 1.65 -25.61 -9.32  0.435
H: 2.11 -27.16 -7.02  0.278
H: 3.65 -26.32 -7.28  0.297
H: 4.94 -27.93 -8.30  0.317
H: 4.19 -29.04 -9.49  0.252
H: 3.72 -29.15 -7.80  0.291

---

Molecular formula: C13H44O9
Method: DFT, ωB97M-V/def2-TZVPD

The SMILES is CCO.CCO.CCO.CCO.CO.CO.CO.CO.CO. The calculation puts the frontier orbital gap at 10.538 eV. The HOMO energy is -10.189 eV. Its multiplicity is 1.

Each line ends with the Mulliken charge.
Geometry (Å):
C: 6.63 -3.63 1.68  -0.938
C: 5.56 -4.40 0.83  -0.262
O: 5.97 -4.41 -0.54  -0.502
H: 6.70 -2.59 1.35  0.294
H: 7.63 -4.08 1.66  0.261
H: 6.37 -3.64 2.74  0.316
H: 4.60 -3.94 1.03  0.239
H: 5.51 -5.42 1.22  0.284
H: 5.88 -3.53 -0.89  0.306
C: -4.36 -5.51 -3.28  -1.087
C: -3.76 -6.44 -2.21  -0.149
O: -2.73 -5.75 -1.55  -0.511
H: -4.80 -4.62 -2.82  0.285
H: -5.18 -5.96 -3.83  0.352
H: -3.64 -5.19 -4.03  0.289
H: -3.39 -7.32 -2.74  0.246
H: -4.49 -6.77 -1.48  0.279
H: -2.43 -6.31 -0.83  0.297
C: -6.46 3.38 2.65  -0.913
C: -7.21 2.16 3.21  -0.266
O: -7.42 2.19 4.63  -0.531
H: -5.54 3.67 3.16  0.276
H: -7.11 4.25 2.66  0.282
H: -6.23 3.20 1.60  0.301
H: -6.79 1.20 2.92  0.314
H: -8.19 2.15 2.73  0.238
H: -8.09 2.83 4.86  0.299
C: 3.42 0.73 -5.66  -0.952
C: 4.84 0.29 -5.59  -0.212
O: 5.16 0.27 -4.23  -0.510
H: 3.32 1.71 -5.20  0.311
H: 2.77 0.00 -5.17  0.246
H: 3.04 0.82 -6.67  0.317
H: 5.48 0.97 -6.16  0.230
H: 5.04 -0.70 -5.99  0.269
H: 5.15 1.17 -3.89  0.300
C: -2.94 2.45 -6.94  -0.455
O: -3.88 1.68 -6.17  -0.504
H: -3.55 3.02 -7.65  0.198
H: -2.41 3.13 -6.27  0.235
H: -2.24 1.83 -7.49  0.228
H: -3.42 1.26 -5.44  0.298
C: 5.27 5.71 -0.38  -0.495
O: 6.18 5.32 -1.43  -0.503
H: 5.84 5.70 0.54  0.239
H: 4.97 6.74 -0.55  0.230
H: 4.37 5.10 -0.23  0.231
H: 6.85 6.00 -1.47  0.298
C: 0.71 -3.22 5.82  -0.519
O: 0.45 -1.93 6.34  -0.484
H: 0.37 -4.06 6.42  0.241
H: 0.18 -3.26 4.87  0.242
H: 1.77 -3.40 5.60  0.222
H: -0.50 -1.93 6.52  0.299
C: -1.40 0.25 -0.07  -0.487
O: -2.07 -0.34 -1.12  -0.486
H: -1.96 0.12 0.85  0.224
H: -0.36 -0.09 -0.02  0.248
H: -1.34 1.32 -0.29  0.196
H: -1.97 -1.29 -1.02  0.305
C: -0.85 4.57 7.08  -0.488
O: -0.12 5.78 7.15  -0.495
H: -0.55 3.88 7.86  0.237
H: -1.93 4.69 7.19  0.238
H: -0.63 4.08 6.13  0.211
H: -0.10 6.07 8.06  0.297

---

Molecular formula: H12O6
Method: DFT, ωB97M-V/def2-TZVPD

The SMILES is O.O.O.O.O.O. The calculation puts the frontier orbital gap at 11.035 eV. The HOMO energy is -10.745 eV. Its multiplicity is 1.

Each line ends with the Mulliken charge.
Geometry (Å):
O: 28.85 8.07 -7.11  -0.656
H: 28.82 8.31 -8.02  0.379
H: 28.92 8.88 -6.66  0.269
O: 28.47 8.95 -9.70  -0.705
H: 27.64 9.26 -9.32  0.347
H: 28.26 8.43 -10.47  0.319
O: 29.69 5.50 -6.75  -0.635
H: 29.54 5.12 -7.62  0.276
H: 29.52 6.45 -6.81  0.391
O: 27.57 9.63 -4.51  -0.589
H: 27.15 9.56 -5.35  0.259
H: 27.04 10.34 -4.18  0.299
O: 26.26 7.42 -5.82  -0.633
H: 25.46 6.99 -5.53  0.274
H: 26.93 6.87 -5.35  0.355
O: 26.48 5.95 -8.30  -0.607
H: 26.74 6.33 -7.48  0.374
H: 27.18 5.63 -8.82  0.284

---

Molecular formula: C5H8N2
Method: DFT, ωB97M-V/def2-TZVPD

The SMILES is C[C@@]1(CC#N)CN1. The calculation puts the frontier orbital gap at 10.236 eV. The HOMO energy is -9.404 eV. Its multiplicity is 1.

Each line ends with the Mulliken charge.
Geometry (Å):
C: 1.68 -0.57 -0.26  -1.384
C: 0.25 -0.06 -0.13  0.844
C: -0.62 -1.10 0.87  -0.590
C: -1.70 -0.27 1.36  0.357
N: -2.38 0.65 1.55  -0.546
C: -0.21 1.36 -0.20  -0.546
N: -0.53 0.40 -1.27  -0.651
H: 2.20 -0.47 0.69  0.298
H: 1.61 -1.63 -0.51  0.339
H: 2.30 -0.09 -1.03  0.366
H: -0.08 -1.53 1.75  0.345
H: -1.02 -1.95 0.31  0.306
H: 0.43 2.24 -0.38  0.260
H: -1.10 1.56 0.44  0.342
H: 0.01 0.54 -2.12  0.260

---

LUMO level, record by record: 0.02299; 0.01281; 0.01066; 0.03057 Ha